1.
One molecule with the formula C4H12N4, computed with ωB97M-V/def2-TZVPD.

Geometry as XYZ:
```
20
C4H12N4, DFT ωB97M-V/def2-TZVPD
C -0.03 0.60 -0.54
C -0.22 -1.75 -1.12
C -0.74 1.81 0.01
N -0.50 -0.64 -0.24
N 0.63 0.80 -1.70
N 1.14 0.31 1.19
C -0.13 -0.94 1.28
N -1.01 -0.88 2.24
H 1.19 0.06 -2.09
H 0.94 1.73 -1.92
H 1.11 0.85 2.05
H 2.08 -0.09 1.12
H -1.67 -0.12 2.12
H 0.47 -1.85 1.26
H -0.74 -2.63 -0.73
H -0.59 -1.56 -2.13
H 0.85 -2.01 -1.18
H -1.12 1.61 1.00
H -1.58 2.03 -0.65
H -0.07 2.67 0.04
```

The electronic energy is -10300.064 eV. The relative energy (zero: lowest compared OMol25 entry of this formula, charge and spin) is 309.5 kJ/mol. As for the highest occupied orbital energy: -7.0 eV. As for the charge: 0.

=====

2.
An isolated ion of composition C4H12N4 and charge +2 at a distorted geometry, computed with ωB97M-V/def2-TZVPD.

Geometry as XYZ:
```
20
C4H12N4, DFT ωB97M-V/def2-TZVPD
C 1.24 0.97 0.38
C -3.66 -0.38 -0.40
C 3.50 0.27 0.41
C -2.53 0.15 0.42
N -0.09 0.80 0.38
N 2.14 0.13 -0.02
N 1.87 -0.97 -0.70
N -1.05 0.30 -0.25
H 1.59 1.71 1.03
H -3.96 0.28 -1.15
H -3.47 -1.42 -0.86
H -4.57 -0.56 0.20
H 3.77 1.33 0.46
H 3.58 -0.14 1.45
H 4.15 -0.15 -0.41
H -2.37 -0.57 1.26
H -2.72 1.07 0.81
H 0.81 -1.03 -0.89
H 2.71 -1.51 -1.02
H -0.94 -0.27 -1.09
```

The electronic energy is -10280.406 eV. The relative energy (zero: lowest compared OMol25 entry of this formula, charge and spin) is 529.9 kJ/mol. As for the highest occupied orbital energy (alpha / beta): -19.4 / -19.4 eV. As for the charge: +2.

=====

3.
A 2-piece molecular cluster, C4H12N4O2 overall at a distorted geometry, computed with ωB97M-V/def2-TZVPD.

Geometry as XYZ:
```
22
C4H12N4O2, DFT ωB97M-V/def2-TZVPD
C 2.60 0.12 -1.24
C 2.18 0.20 0.29
N 1.86 1.50 0.76
N 1.08 -0.79 0.42
N 1.32 -1.98 0.24
O 2.42 -2.44 0.16
O 0.22 -2.78 0.23
H 3.58 0.66 -1.42
H 2.83 -0.99 -1.52
H 1.79 0.63 -1.82
H 3.01 -0.21 1.03
H 1.68 1.42 1.79
H 1.07 1.91 0.31
H -0.53 -2.21 0.41
H -2.74 -2.28 0.75
N -2.35 -1.52 0.28
C -3.00 -0.46 0.49
C -2.71 0.93 0.08
H -3.78 -0.43 1.12
H -2.33 1.60 0.93
H -1.80 0.78 -0.64
H -3.49 1.37 -0.41
```

The electronic energy is -14392.913 eV. The relative energy (zero: lowest compared OMol25 entry of this formula, charge and spin) is 568.3 kJ/mol. The SMILES is C[C@@H](N)/N=[N+](\[O-])O.[H]/N=C/C. As for the highest occupied orbital energy: -9.6 eV. As for the charge: 0.

=====

4.
C4H12N4O2 as an isolated structure at a distorted geometry, computed with ωB97M-V/def2-TZVPD.

Geometry as XYZ:
```
22
C4H12N4O2, DFT ωB97M-V/def2-TZVPD
C 1.55 0.39 -1.29
C 1.29 -1.17 0.67
C 0.71 0.03 -0.07
O 0.43 2.28 0.28
N 0.48 1.06 0.89
H 0.29 2.89 1.02
H 1.52 -0.44 -1.99
H 2.59 0.56 -0.99
H 1.20 1.28 -1.81
H 2.32 -0.96 0.97
H 0.72 -1.42 1.56
H 1.27 -2.04 0.01
C -0.88 -0.32 -0.51
N -1.77 -0.27 2.10
N -1.31 0.52 -1.54
O -1.42 0.54 0.97
N -1.27 -1.56 -0.39
H -0.95 -0.20 2.71
H -1.76 -1.22 1.69
H -2.32 0.49 -1.62
H -1.02 1.48 -1.41
H -1.65 -1.92 -1.26
```

The electronic energy is -14391.283 eV. The relative energy (zero: lowest compared OMol25 entry of this formula, charge and spin) is 725.5 kJ/mol. As for the highest occupied orbital energy (alpha / beta): -7.8 / -7.8 eV. As for the charge: 0.

=====

5.
A 4-piece molecular cluster, C4H12N4O8 overall at a distorted geometry, computed with ωB97M-V/def2-TZVPD.

Geometry as XYZ:
```
28
C4H12N4O8, DFT ωB97M-V/def2-TZVPD
C -3.82 -3.67 2.16
N -4.50 -2.44 1.54
O -4.11 -1.32 1.81
O -5.34 -2.67 0.63
H -4.47 -4.49 1.86
H -3.73 -3.61 3.24
H -2.80 -3.72 1.78
C 1.41 -1.93 -2.17
N 0.11 -1.91 -1.49
O -0.49 -2.99 -1.34
O -0.44 -0.84 -1.17
H 2.18 -2.27 -1.47
H 1.72 -0.93 -2.47
H 1.40 -2.67 -2.97
C 0.68 5.05 -3.41
N 0.25 4.66 -2.05
O 0.85 5.11 -1.12
O -0.72 3.96 -2.02
H 0.92 6.11 -3.53
H -0.09 4.88 -4.15
H 1.62 4.56 -3.66
C 3.02 -0.46 2.77
N 2.52 0.88 2.96
O 1.52 1.23 2.33
O 3.14 1.72 3.65
H 2.07 -0.99 2.85
H 3.64 -0.71 3.64
H 3.46 -0.53 1.78
```

The electronic energy is -26670.516 eV. The relative energy (zero: lowest compared OMol25 entry of this formula, charge and spin) is 139.5 kJ/mol. The SMILES is C[N+](=O)[O-].C[N+](=O)[O-].C[N+](=O)[O-].C[N+](=O)[O-]. As for the highest occupied orbital energy: -10.8 eV. As for the charge: 0.

=====

6.
A 4-piece molecular cluster, C4H12N4O8 overall at a distorted geometry, computed with ωB97M-V/def2-TZVPD.

Geometry as XYZ:
```
28
C4H12N4O8, DFT ωB97M-V/def2-TZVPD
C 3.27 -0.85 -1.36
N 3.62 -2.28 -1.69
O 4.77 -2.56 -1.93
O 2.69 -3.06 -1.69
H 2.91 -0.43 -2.30
H 4.12 -0.30 -0.95
H 2.63 -0.92 -0.49
C 0.79 -3.08 1.58
N 1.03 -4.32 2.35
O 1.66 -4.26 3.38
O 0.57 -5.35 1.91
H 0.57 -2.30 2.30
H -0.08 -3.19 0.95
H 1.64 -2.84 0.95
C -3.75 3.86 -2.60
N -3.50 3.95 -1.14
O -2.36 4.24 -0.80
O -4.42 3.75 -0.39
H -2.81 3.94 -3.13
H -4.60 4.48 -2.87
H -4.13 2.85 -2.80
C -0.72 1.89 1.71
N -0.57 0.45 1.36
O 0.16 0.17 0.44
O -1.20 -0.39 1.96
H -1.33 2.30 0.91
H 0.30 2.24 1.70
H -1.28 2.02 2.63
```

The electronic energy is -26671.280 eV. The relative energy (zero: lowest compared OMol25 entry of this formula, charge and spin) is 65.8 kJ/mol. The SMILES is C[N+](=O)[O-].C[N+](=O)[O-].C[N+](=O)[O-].C[N+](=O)[O-]. As for the highest occupied orbital energy: -10.7 eV. As for the charge: 0.

=====

Question: What is the formula in the first record?
Answer: C4H12N4

=====

Question: Which formula does entry 5 have?
Answer: C4H12N4O8

=====

Question: Look up the electronic energy of the fifth one.
Answer: -26670.516 eV